22
Properties=species:S:1:pos:R:3:lowdin_charge:R:1 method="wB97M-V/def2-TZVPD" charge=+1
C -3.46 0.17 -0.05 -0.01
C -3.11 1.42 -0.45 -0.05
C -2.27 -0.56 0.29 -0.27
C -1.22 0.19 -0.08 -0.02
C -1.66 1.56 -0.37 -0.22
C -2.32 -1.90 1.03 -0.02
C 0.78 -0.38 -0.07 0.14
N 1.57 0.59 -0.34 0.15
N 4.08 0.14 0.13 0.10
H -4.38 -0.34 0.06 0.11
H -3.67 2.30 -0.78 0.13
H -1.21 1.93 -1.35 0.15
H -1.30 2.22 0.49 0.17
H -1.64 -2.68 0.61 0.09
H -3.36 -2.16 1.21 0.08
H -1.81 -1.79 2.02 0.10
H 1.07 -1.41 0.09 0.10
H 1.01 1.42 -0.53 0.12
H 2.60 0.49 -0.25 0.02
H 4.83 -0.05 -0.44 0.05
H 4.39 0.78 0.80 0.06
H 3.80 -0.66 0.62 0.05

62
Properties=species:S:1:pos:R:3:lowdin_charge:R:1 method="wB97M-V/def2-TZVPD" smiles="CCOc1ccccc1N1CCN(C[C@H](O)COc2ccc3c(C)cc(=O)oc3c2)CC1"
C -7.33 -2.14 -1.20 -0.05
C -7.18 -0.74 -0.74 -0.47
O -5.94 -0.56 -0.74 -0.05
C -5.70 0.81 -0.15 -0.01
C -6.67 1.72 0.34 0.03
C -6.22 3.16 0.38 -0.06
C -4.92 3.51 0.37 -0.07
C -3.88 2.49 0.10 -0.07
C -4.32 1.43 -0.20 -0.25
N -3.44 0.38 -0.75 -0.01
C -1.98 0.52 -1.13 -0.09
C -1.00 0.77 0.21 -0.11
N -1.01 -0.66 0.63 -0.10
C -0.11 -0.70 1.95 -0.07
C 1.31 -0.99 1.31 -0.14
O 1.23 -1.86 -0.10 -0.04
C 2.45 -1.68 2.16 0.09
O 3.55 -0.43 2.25 0.05
C 4.33 -0.51 1.38 -0.40
C 4.32 -1.30 0.04 0.07
C 5.35 -0.94 -0.87 -0.10
C 6.35 -0.12 -0.82 -0.14
C 7.46 0.16 -1.82 -0.13
C 7.33 -0.60 -2.93 -0.09
C 8.40 1.06 -1.06 0.03
C 8.42 1.79 -0.05 -0.53
O 9.16 2.67 0.36 0.10
O 7.50 1.40 0.98 0.09
C 6.44 0.71 0.48 -0.09
C 5.49 0.37 1.57 0.10
C -2.41 -1.04 1.32 -0.09
C -3.25 -1.18 0.03 -0.02
H -6.71 -2.20 -1.94 0.01
H -8.35 -2.52 -1.52 0.11
H -6.85 -2.84 -0.50 0.09
H -7.68 -0.59 0.21 0.12
H -7.77 -0.07 -1.45 0.16
H -7.60 1.68 0.21 0.01
H -7.03 3.86 0.84 0.14
H -4.58 4.43 0.64 0.06
H -2.84 2.94 0.31 0.16
H -1.96 1.60 -1.38 0.11
H -1.52 -0.09 -1.64 0.01
H 0.00 0.98 -0.23 0.13
H -1.14 1.49 0.82 0.03
H -0.26 -1.56 2.44 0.08
H 0.09 0.13 2.42 0.07
H 1.60 -0.04 0.72 0.15
H 0.42 -1.92 -0.21 -0.11
H 2.91 -2.64 1.92 0.15
H 2.03 -1.44 3.06 0.08
H 3.50 -1.92 -0.14 0.05
H 5.30 -1.32 -1.78 0.06
H 8.24 -0.40 -3.53 0.09
H 6.41 -0.27 -3.59 0.16
H 7.63 -1.70 -2.82 0.15
H 9.07 1.34 -1.76 0.10
H 5.59 0.84 2.47 0.08
H -2.34 -1.96 1.74 0.09
H -2.77 -0.31 1.86 0.07
H -4.32 -1.37 0.37 0.12
H -2.81 -1.62 -0.82 0.10

19
Properties=species:S:1:pos:R:3:lowdin_charge:R:1 method="wB97M-V/def2-TZVPD" charge=+1
Na -10.94 17.18 11.55 0.12
O -9.66 18.30 12.30 -0.04
H -9.73 19.23 12.10 0.08
H -9.52 18.27 13.25 0.09
O -10.53 16.29 9.94 -0.02
H -9.71 16.07 9.50 0.10
H -11.14 16.47 9.23 0.09
O -12.47 16.08 11.93 -0.04
H -12.05 15.22 11.85 0.07
H -13.24 15.93 12.47 0.10
O -10.36 15.80 12.96 -0.01
H -10.55 15.00 12.47 0.07
H -9.65 15.55 13.56 0.10
O -11.16 18.64 10.29 -0.03
H -11.87 19.13 10.68 0.07
H -10.70 19.27 9.74 0.10
O -12.13 18.44 12.78 -0.02
H -12.33 19.37 12.78 0.09
H -12.99 18.01 12.78 0.07

Let's list HOMO-LUMO gap in order: 8.09 7.11 11.88 eV.
Let's list HOMO level in order: -12.1 -7.5 -15.2 eV.
Let's list E_LUMO in order: -4.03 -0.41 -3.31 eV.